Entry 1:
{
  "formula": "C6H11IN4",
  "method": "the ωB97M-V functional and the def2-TZVPD basis",
  "e_above_lowest_ev": 0.000,
  "e_lumo_ev": [-10.77, -10.81],
  "fmax_ev_per_a": 3.8,
  "gap_ev": [6.10, 6.06],
  "charge": 2,
  "homo_energy_ev": [-16.87, -16.87],
  "symbols": ["C", "C", "C", "C", "C", "C", "N", "N", "N", "N", "I", "H", "H", "H", "H", "H", "H", "H", "H", "H", "H", "H"],
  "positions_angstrom": [[1.333360, -1.841422, -0.837045], [0.971103, -2.476385, 0.136716], [1.282265, 0.625944, 1.196969], [-3.125062, 0.068936, 0.448553], [1.717532, -1.053221, -1.923673], [-2.133664, 1.261721, 0.438794], [-0.001949, 0.735525, 1.191503], [2.167390, 0.742097, 0.223029], [1.786446, 0.891257, -0.997855], [-0.771360, 0.762965, 0.230686], [0.854960, -3.728474, 1.795509], [1.582429, 0.195782, 2.134075], [-3.126139, -0.299624, 1.438298], [-4.118935, 0.613786, 0.209128], [-2.859897, -0.703133, -0.326045], [1.022966, -0.856716, -2.759411], [2.788854, -1.185553, -2.205827], [-2.050338, 1.561328, 1.569681], [-2.458457, 2.048136, -0.232819], [3.136399, 0.935910, 0.642878], [2.523184, 1.245111, -1.646079], [-0.521085, 0.456028, -0.727065]],
  "forces_ev_per_angstrom": [[-0.183, 0.853, -1.017], [0.236, -1.434, 1.966], [2.216, -2.916, 1.048], [-0.956, 1.621, -2.253], [0.327, -0.828, 0.477], [-0.115, -0.895, 3.645], [-2.793, 0.943, -0.334], [1.274, 1.510, 1.108], [0.481, -0.804, -2.125], [-0.630, 0.831, -1.678], [-0.067, 1.153, -1.584], [1.002, 0.612, 0.421], [-0.248, -0.865, 0.806], [1.350, -1.554, 0.384], [-0.605, 0.702, 0.764], [0.287, 0.242, 0.670], [-0.766, 0.585, 0.204], [-0.471, 0.322, -2.399], [0.672, 0.137, -0.247], [-1.041, -0.416, -1.355], [-0.365, 0.036, 1.049], [0.393, 0.167, 0.449]],
  "nbo_charge": [-0.216, -0.073, 0.169, -0.612, -0.139, -0.268, -0.052, -0.202, -0.423, -0.078, 0.521, 0.257, 0.237, 0.273, 0.225, 0.275, 0.275, 0.257, 0.275, 0.460, 0.415, 0.426]
}

Entry 2:
{
  "formula": "C6H28O9",
  "method": "the ωB97M-V functional and the def2-TZVPD basis",
  "e_above_lowest_ev": 2.463,
  "e_lumo_ev": -0.11,
  "fmax_ev_per_a": 3.4,
  "gap_ev": 9.41,
  "homo_energy_ev": -9.51,
  "smiles": "C=C(C)CCCO.O.O.O.O.O.O.O.O",
  "symbols": ["C", "C", "C", "C", "C", "C", "O", "H", "H", "H", "H", "H", "H", "H", "H", "H", "H", "H", "H", "O", "H", "H", "O", "H", "H", "O", "H", "H", "O", "H", "H", "O", "H", "H", "O", "H", "H", "O", "H", "H", "O", "H", "H"],
  "positions_angstrom": [[0.875609, -2.575554, 0.690806], [-0.315161, -2.446508, 0.119135], [-1.072479, -3.670965, -0.305055], [-0.879064, -1.146550, -0.371073], [-0.903714, -0.967376, -1.899893], [-0.195743, 0.235964, -2.467106], [-0.614909, 1.532952, -1.953259], [1.357554, -1.664879, 1.040569], [1.280805, -3.586098, 0.788313], [-0.887561, -4.525022, 0.355272], [-2.164929, -3.536730, -0.267828], [-0.817342, -3.971707, -1.327693], [-1.909167, -1.097670, 0.019389], [-0.339830, -0.271934, 0.043718], [-0.392305, -1.841196, -2.269601], [-1.909187, -0.951674, -2.298453], [-0.191514, 0.269132, -3.545447], [0.863201, 0.158914, -2.277711], [0.028104, 1.743155, -1.267539], [-2.240728, 0.945736, 1.641050], [-2.311053, 1.303966, 0.727888], [-3.148900, 1.048273, 1.963656], [-2.893341, 2.201469, -0.728275], [-2.574477, 3.087526, -0.951817], [-2.298176, 1.673132, -1.281787], [3.155895, 0.103642, 1.863794], [3.428385, 0.941319, 2.185283], [2.206040, 0.125588, 2.072875], [0.222415, 3.119462, -0.634671], [1.144541, 2.860629, -0.771340], [0.398849, 3.754964, 0.073969], [3.995128, -2.089824, -0.332867], [3.183175, -2.144685, -0.865504], [3.691264, -1.833794, 0.535859], [-0.837295, 2.986545, 2.631195], [-0.951082, 3.731226, 2.004867], [-1.752395, 2.682054, 2.719824], [0.572697, 0.759397, 2.003318], [0.155311, 1.640989, 2.074942], [-0.180944, 0.264548, 1.652153], [1.640962, 0.641583, -0.754269], [1.926968, -0.281555, -0.848847], [1.654392, 0.791556, 0.212160]],
  "forces_ev_per_angstrom": [[-0.321, 0.160, 0.056], [0.231, -0.246, -1.111], [-0.641, -0.567, 0.070], [-0.776, 1.181, 0.997], [-0.132, -0.187, 0.022], [0.723, 0.891, -0.223], [-0.378, -2.883, -1.595], [0.460, -0.457, -0.060], [0.170, 0.548, 0.533], [0.267, 0.153, -0.150], [0.300, 0.237, -0.121], [-0.079, 0.062, 0.098], [0.256, 0.197, -0.142], [-0.307, -0.729, -0.237], [0.069, -0.357, -0.764], [-0.431, -0.334, 0.077], [-0.915, -0.061, -0.524], [-0.321, -0.115, -0.345], [-0.725, -0.667, -0.226], [-0.766, 0.018, -0.083], [-0.079, 0.154, 0.259], [0.229, -0.325, -0.089], [-0.284, 0.377, 0.079], [-0.162, -0.127, 0.176], [0.449, -0.150, -0.315], [-0.473, -1.224, -0.362], [0.776, 1.160, 0.426], [0.004, -0.059, 0.111], [1.530, 2.384, 1.893], [0.226, -0.193, -0.563], [-0.523, 0.108, 0.098], [-0.360, -0.172, -0.823], [0.478, -0.159, 0.315], [-0.049, 0.333, 0.499], [-0.240, 1.514, -0.443], [0.253, -0.494, 0.569], [0.346, -0.494, -0.050], [-0.383, 0.101, -0.400], [0.149, 0.093, 0.445], [0.046, -0.246, 0.378], [1.050, 0.253, 1.559], [0.129, 0.493, 0.188], [0.202, -0.172, -0.224]],
  "nbo_charge": [-0.452, 0.046, -0.661, -0.458, -0.430, -0.075, -0.778, 0.192, 0.213, 0.222, 0.216, 0.222, 0.222, 0.203, 0.209, 0.206, 0.176, 0.189, 0.501, -0.999, 0.507, 0.475, -0.981, 0.479, 0.506, -0.979, 0.467, 0.495, -0.928, 0.489, 0.472, -0.935, 0.456, 0.484, -0.942, 0.467, 0.499, -1.009, 0.516, 0.499, -0.992, 0.487, 0.508]
}

Entry 3:
{
  "formula": "C47H51Cl2N4O5P3PbSTe",
  "method": "the ωB97M-V functional and the def2-TZVPD basis",
  "e_lumo_ev": -5.84,
  "fmax_ev_per_a": 0.3,
  "gap_ev": 5.86,
  "charge": 2,
  "homo_energy_ev": -11.69,
  "symbols": ["Pb", "Te", "C", "C", "C", "N", "C", "C", "C", "P", "C", "C", "C", "C", "C", "C", "C", "C", "C", "C", "C", "C", "P", "C", "C", "C", "C", "C", "C", "C", "C", "C", "C", "C", "C", "H", "H", "H", "H", "H", "H", "H", "H", "H", "H", "H", "H", "H", "H", "H", "H", "H", "H", "H", "H", "H", "H", "H", "H", "Cl", "C", "C", "C", "Cl", "C", "C", "C", "C", "N", "C", "C", "O", "H", "H", "H", "H", "N", "C", "P", "O", "O", "C", "N", "H", "H", "H", "H", "H", "H", "H", "H", "H", "H", "C", "C", "O", "H", "H", "H", "C", "C", "S", "O", "C", "C", "H", "H", "H", "H", "H", "H", "H", "H", "H", "H"],
  "positions_angstrom": [[-0.464408, -0.714845, 0.864193], [-0.614778, 1.098698, -4.031185], [0.979736, 2.252374, -4.762724], [1.271232, 3.501207, -4.232793], [2.345103, 4.205267, -4.758932], [3.091145, 3.761176, -5.765509], [2.777852, 2.581067, -6.288071], [1.741497, 1.781384, -5.820022], [-0.165656, 1.456764, -1.993088], [1.372233, 0.914170, -1.375495], [2.620809, 0.588585, -2.630580], [2.628811, -0.677874, -3.218885], [3.614164, -0.994386, -4.141291], [4.597251, -0.065136, -4.456629], [4.602755, 1.184443, -3.850994], [3.619203, 1.512809, -2.931519], [2.061517, 2.122602, -0.227618], [2.707369, 1.643037, 0.912082], [3.327989, 2.527591, 1.781027], [3.300940, 3.891050, 1.522801], [2.666300, 4.372798, 0.385717], [2.055221, 3.491437, -0.492181], [-1.576457, 1.557758, -1.007040], [-1.431520, 2.245287, 0.681878], [-1.180013, 3.696556, 0.732060], [-1.774419, 4.489945, 1.633355], [-2.802610, 3.988572, 2.522819], [-3.188719, 2.708437, 2.480982], [-2.521265, 1.703739, 1.640703], [-2.925634, 2.406652, -1.833719], [-2.735888, 3.653652, -2.432314], [-3.802263, 4.300509, -3.028213], [-5.061419, 3.710142, -3.025087], [-5.255986, 2.479454, -2.418301], [-4.189657, 1.824068, -1.817855], [0.678914, 3.931708, -3.436965], [2.607091, 5.179089, -4.359938], [3.391312, 2.243506, -7.115584], [1.565215, 0.810367, -6.263775], [1.869376, -1.403068, -2.944566], [3.624812, -1.971453, -4.606484], [5.370000, -0.318495, -5.170663], [5.370568, 1.905347, -4.097301], [3.629177, 2.485343, -2.456004], [2.716899, 0.578138, 1.119993], [3.829839, 2.155014, 2.664712], [3.781351, 4.581050, 2.203462], [2.656527, 5.434874, 0.179564], [1.585786, 3.864471, -1.394433], [-0.508652, 4.122477, -0.001016], [-1.539902, 5.546343, 1.650146], [-3.313394, 4.685575, 3.173225], [-4.033917, 2.363557, 3.065369], [-3.611570, 0.092131, 1.729410], [-1.756594, 4.115150, -2.433076], [-3.656927, 5.267013, -3.491567], [-5.893847, 4.218389, -3.492962], [-6.239581, 2.029927, -2.405355], [-4.345360, 0.876871, -1.318202], [-1.764916, -3.976119, 4.705187], [-2.705459, -3.731119, 3.268578], [-3.901153, -4.460246, 3.118571], [-4.644291, -4.342777, 1.983265], [-6.101392, -5.260130, 1.807536], [-4.220072, -3.483939, 0.935832], [-4.892954, -3.332347, -0.295554], [-4.371621, -2.514256, -1.260931], [-3.183995, -1.816586, -0.987191], [-2.557188, -1.918011, 0.156374], [-3.031357, -2.746136, 1.117864], [-2.238578, -2.862550, 2.307705], [-1.103729, -2.205570, 2.422615], [-4.217373, -5.120290, 3.914101], [-5.814588, -3.872958, -0.462733], [-4.863416, -2.388010, -2.215335], [-2.743752, -1.152542, -1.724917], [-0.777945, -6.009612, -2.204506], [0.625478, -5.533919, -1.937114], [0.297109, -3.993085, -0.941124], [-0.812272, -4.487490, -0.050391], [0.171403, -2.865706, -1.892680], [1.734340, -3.779909, 0.208032], [1.214370, -3.820386, 1.613813], [-0.827171, -6.975574, -2.529785], [-1.235658, -5.406291, -2.890960], [-1.282775, -5.889009, -1.307136], [1.138965, -5.374314, -2.880936], [1.118869, -6.312032, -1.358066], [2.215824, -2.818697, 0.039901], [2.473744, -4.568200, 0.073712], [1.394992, -2.901715, 2.096227], [1.640613, -4.566640, 2.159783], [0.192814, -3.979850, 1.580421], [-0.314756, 1.806073, 3.017759], [-1.112459, 1.297514, 1.846733], [-3.396872, 0.756952, 1.064278], [-0.527468, 1.194077, 3.899549], [-0.552604, 2.839926, 3.277111], [0.756055, 1.758672, 2.818228], [4.720226, -1.038924, 3.697104], [3.497317, -1.421371, 4.514051], [2.019557, -0.624297, 3.867060], [1.754049, -1.315950, 2.523902], [0.797420, -1.286541, 5.009979], [0.789283, -0.519761, 6.324432], [5.583440, -1.611719, 4.032293], [4.955703, 0.018561, 3.813915], [4.566570, -1.250012, 2.638389], [3.580378, -1.092321, 5.552217], [3.308981, -2.497252, 4.509223], [1.001219, -2.350020, 5.150251], [-0.144773, -1.197057, 4.463703], [1.731706, -0.613166, 6.864016], [0.004543, -0.919226, 6.964938], [0.588107, 0.539589, 6.165105]],
  "forces_ev_per_angstrom": [[-0.037, -0.167, -0.254], [0.032, 0.024, 0.050], [0.029, -0.022, -0.101], [-0.008, 0.006, -0.023], [-0.045, -0.001, -0.014], [0.031, 0.011, -0.009], [-0.025, -0.014, 0.006], [0.010, -0.001, 0.025], [0.058, 0.043, -0.178], [-0.034, 0.121, 0.123], [0.005, -0.101, 0.013], [-0.026, 0.047, 0.008], [0.004, 0.000, -0.004], [0.001, -0.008, -0.003], [0.000, -0.002, 0.031], [0.019, 0.000, -0.011], [0.001, -0.010, 0.034], [-0.017, 0.010, -0.006], [0.003, 0.012, -0.009], [0.000, -0.009, 0.000], [-0.005, -0.004, -0.001], [-0.013, 0.044, 0.007], [-0.078, -0.096, 0.097], [0.099, 0.040, 0.024], [0.015, 0.048, 0.021], [0.028, -0.016, -0.021], [-0.013, -0.024, -0.002], [-0.023, 0.005, 0.020], [-0.034, 0.042, -0.007], [0.032, 0.030, -0.028], [-0.012, 0.018, 0.024], [-0.019, 0.002, 0.001], [0.009, 0.003, -0.008], [0.015, -0.009, 0.019], [-0.036, -0.002, -0.026], [-0.050, 0.016, 0.014], [0.007, 0.009, 0.007], [0.008, -0.002, -0.007], [-0.003, -0.001, -0.005], [-0.031, 0.007, -0.038], [-0.003, -0.001, -0.005], [-0.001, 0.000, -0.005], [0.004, 0.006, 0.002], [0.016, -0.024, -0.004], [0.000, -0.004, -0.005], [-0.003, 0.001, 0.002], [0.004, -0.002, 0.005], [-0.001, 0.003, -0.004], [-0.011, -0.001, 0.031], [0.042, -0.001, -0.022], [-0.003, 0.005, 0.000], [-0.003, 0.004, 0.004], [-0.008, -0.004, -0.010], [0.027, -0.067, 0.023], [0.031, 0.003, -0.009], [0.004, -0.001, -0.003], [-0.003, 0.003, 0.002], [-0.002, -0.004, -0.003], [0.006, 0.001, -0.006], [0.023, 0.017, 0.000], [-0.040, -0.074, 0.042], [0.018, 0.016, -0.007], [0.013, 0.014, -0.008], [-0.011, -0.005, 0.002], [0.002, -0.024, 0.020], [0.012, 0.018, -0.005], [0.002, -0.013, 0.023], [-0.004, 0.007, -0.027], [0.027, 0.059, 0.112], [-0.061, -0.035, 0.014], [0.054, 0.068, -0.117], [0.061, 0.036, 0.142], [-0.010, -0.005, -0.002], [-0.002, -0.004, -0.006], [0.000, 0.003, -0.002], [-0.012, -0.002, -0.003], [0.066, -0.228, -0.180], [-0.085, 0.000, 0.053], [0.206, 0.020, -0.177], [-0.087, 0.023, 0.078], [0.000, 0.015, 0.053], [-0.031, -0.062, 0.031], [0.179, 0.015, 0.033], [0.001, 0.059, -0.001], [0.002, -0.020, 0.015], [-0.070, 0.095, 0.093], [-0.013, 0.035, 0.008], [0.022, -0.006, -0.011], [-0.027, 0.015, -0.016], [0.014, 0.024, -0.013], [-0.068, -0.038, 0.093], [-0.050, 0.037, -0.020], [-0.037, 0.026, 0.049], [-0.028, 0.019, 0.017], [-0.038, -0.100, -0.018], [-0.031, 0.065, 0.010], [-0.007, 0.012, -0.011], [0.006, 0.001, 0.001], [0.011, 0.018, -0.018], [-0.003, -0.003, -0.002], [-0.048, 0.027, 0.045], [0.027, -0.170, -0.011], [0.017, 0.053, 0.046], [0.005, 0.024, -0.004], [-0.002, 0.021, -0.018], [0.001, 0.010, 0.012], [-0.002, 0.006, -0.023], [0.003, 0.003, -0.003], [0.032, -0.010, -0.015], [-0.026, -0.001, -0.023], [-0.006, -0.001, -0.065], [0.026, -0.038, 0.038], [-0.012, -0.006, 0.006], [-0.004, 0.004, 0.001], [-0.003, 0.008, 0.003]],
  "lowdin_charge": [1.375, 1.377, -0.555, -0.133, -0.134, 0.086, -0.134, -0.125, -0.898, 0.958, -0.387, -0.110, -0.068, -0.060, -0.064, -0.081, -0.369, -0.105, -0.067, -0.046, -0.051, -0.103, 0.968, -0.418, -0.073, -0.062, -0.061, 0.013, -0.452, -0.395, -0.109, -0.055, -0.051, -0.054, -0.082, 0.080, 0.115, 0.118, 0.102, 0.075, 0.108, 0.115, 0.119, 0.105, 0.078, 0.101, 0.116, 0.117, 0.090, 0.092, 0.113, 0.113, 0.126, 0.110, 0.098, 0.115, 0.115, 0.113, 0.089, 0.721, -0.573, -0.109, -0.606, 0.727, -0.163, -0.001, -0.025, -0.138, 0.001, -0.179, -0.412, -0.315, 0.113, 0.099, 0.113, 0.099, 0.133, -0.169, 0.383, -0.335, -0.350, -0.171, 0.126, 0.170, 0.167, 0.129, 0.107, 0.104, 0.094, 0.104, 0.067, 0.165, 0.100, -0.067, -0.399, -0.023, 0.076, 0.083, 0.044, -0.123, -0.377, 0.961, -0.654, -0.400, -0.110, 0.086, 0.075, 0.070, 0.096, 0.098, 0.088, 0.063, 0.073, 0.090, 0.077]
}